DFT (ωB97M-V with the def2-TZVPD basis set) results for a single C4H7FO molecule.

```
13
C4H7FO, DFT ωB97M-V with the def2-TZVPD basis set
C 1.8039 -1.1152 -0.4667
C 0.8353 0.0274 -0.4519
C -1.4214 1.0891 0.4173
C -0.7563 -0.2214 0.2612
O 1.0874 -0.5362 -1.6541
F -0.5271 -0.7867 1.5150
H 2.8893 -0.7874 -0.4652
H 1.3788 -2.1117 -0.0319
H 1.0622 1.1373 -0.4354
H -2.3812 0.8218 0.9229
H -1.7918 1.6877 -0.3794
H -0.9537 1.7290 1.1111
H -1.2255 -0.9336 -0.3429
```

- Max |F|: 0.106 Eh/bohr
- Structure (SMILES): C[C@H](F)[C@H]1CO1
- ΔE to the lowest compared entry with this formula, charge and spin: 236.3 kJ/mol
- Energy: -9023.821 eV
- Kohn-Sham gap: 10.810 eV

***

DFT (ωB97M-V with the def2-TZVPD basis set) results for 8 unconnected molecules or ions with the total composition C34H92N8O9.

```
143
C34H92N8O9, DFT ωB97M-V with the def2-TZVPD basis set
C 5.9119 25.7363 -9.5149
O 5.3507 24.6863 -10.2845
C 4.6547 25.1536 -11.4108
C 3.2759 25.7190 -11.0038
N 2.6203 26.4195 -12.1227
C 1.3074 26.8286 -11.7001
C 0.6587 27.8266 -12.7012
O 0.1936 27.1563 -13.8440
C -0.6281 27.9400 -14.6960
H 5.9764 26.6785 -10.0672
H 6.9606 25.5375 -9.2791
H 5.3915 25.9354 -8.5774
H 4.5059 24.3039 -12.0850
H 5.2469 25.8812 -11.9806
H 3.4491 26.4194 -10.1877
H 2.6628 24.8696 -10.6807
H 2.5220 25.7534 -12.8895
H 1.2453 27.3115 -10.7237
H 0.5942 25.9873 -11.6613
H 1.4676 28.5382 -12.8973
H -0.2046 28.2545 -12.1793
H -0.0180 28.7399 -15.1251
H -1.5222 28.2994 -14.1869
H -0.8776 27.2825 -15.5273
C 7.6819 17.1841 -14.1627
C 8.9191 17.4096 -14.9858
C 10.0844 16.5202 -14.5399
O 10.7927 16.9193 -13.3893
C 11.4013 18.1894 -13.3672
N 8.6445 17.2316 -16.4295
H 7.6343 17.6937 -13.1966
H 7.4177 16.1468 -13.9343
H 6.8081 17.5797 -14.6885
H 9.1953 18.4597 -14.8429
H 10.8410 16.6429 -15.3348
H 9.8161 15.4661 -14.5118
H 12.2166 18.3597 -14.0778
H 11.8016 18.3597 -12.3722
H 10.6283 18.9333 -13.5750
H 9.4257 16.7042 -16.8130
H 8.7227 18.1236 -16.9040
C 2.2727 20.1782 -17.4079
C 1.8126 21.1030 -16.2591
C 0.5760 21.8713 -16.5810
O 0.2873 22.9007 -15.6214
C -0.6145 22.6965 -14.5511
N 1.6239 20.2396 -15.0844
H 3.0585 19.5169 -17.0407
H 2.6330 20.7666 -18.2509
H 1.4752 19.4956 -17.7080
H 2.5970 21.8277 -16.0163
H -0.3006 21.2282 -16.7146
H 0.7389 22.4544 -17.4889
H -0.5858 23.6534 -14.0275
H -0.3380 21.8329 -13.9448
H -1.6357 22.6095 -14.9436
H 2.4987 19.8601 -14.7360
H 1.0935 20.6778 -14.3479
C 4.3554 21.2457 -12.8664
C 4.1684 19.9908 -12.0438
C 4.5523 18.7357 -12.8646
O 3.7332 18.6762 -14.0007
C 4.1761 17.7087 -14.9255
N 4.9708 20.1094 -10.8267
H 4.1045 21.0714 -13.9173
H 5.3939 21.5968 -12.9338
H 3.7622 22.1083 -12.5534
H 3.0717 19.9393 -11.9784
H 4.4154 17.8574 -12.2276
H 5.6044 18.8580 -13.1457
H 4.6052 16.7910 -14.5291
H 4.8264 18.1051 -15.7189
H 3.3525 17.4923 -15.6184
H 4.5079 19.7765 -9.9929
H 5.0049 21.1187 -10.7339
C 2.0122 22.4705 -6.0544
C 3.0256 21.3740 -5.8059
C 3.8926 21.1331 -7.0762
O 3.1897 20.6539 -8.1903
C 2.8793 19.2553 -8.0822
N 3.9472 21.6331 -4.6766
H 1.2441 22.4457 -5.2786
H 1.4818 22.2539 -6.9854
H 2.4634 23.4630 -6.1120
H 2.4970 20.4428 -5.5696
H 4.7990 20.5453 -6.9112
H 4.2125 22.1696 -7.2418
H 2.4844 19.0091 -7.0942
H 3.8299 18.7038 -8.0470
H 2.3028 18.8319 -8.8980
H 4.5700 22.3213 -5.1242
H 3.4611 22.2787 -4.0518
C 1.0568 16.0358 -9.3234
C 2.3980 16.1648 -10.0648
C 2.8131 14.7934 -10.6325
O 3.0905 13.7417 -9.7293
C 4.0552 14.0580 -8.7625
N 2.1532 17.0636 -11.1930
H 0.5837 17.0065 -9.1657
H 1.1126 15.5588 -8.3445
H 0.4271 15.4481 -9.9926
H 3.1986 16.5973 -9.4638
H 3.6518 14.9549 -11.3281
H 2.0715 14.3888 -11.3270
H 4.9684 14.5056 -9.1778
H 4.4813 13.0933 -8.4593
H 3.7111 14.5746 -7.8656
H 1.1999 17.2307 -11.5118
H 2.4698 16.6694 -12.0807
C 3.3231 26.4465 -15.4797
C 3.4011 24.9280 -15.6126
C 4.7743 24.3769 -15.9689
O 4.5919 23.1831 -16.7401
C 5.6683 22.2894 -16.5483
N 2.7987 24.2696 -14.4226
H 3.5930 26.8351 -16.4722
H 3.9190 26.8721 -14.6750
H 2.2998 26.8170 -15.4118
H 2.7288 24.6595 -16.4368
H 5.3133 24.2165 -15.0302
H 5.3104 25.1162 -16.5664
H 5.3622 21.2464 -16.6582
H 6.0620 22.3063 -15.5260
H 6.5197 22.4607 -17.2110
H 2.0025 23.7521 -14.7823
H 3.4683 23.5761 -14.0999
C -0.2864 15.2081 -13.9176
C 0.7045 16.1390 -14.5955
C 0.4988 16.1335 -16.1194
O 0.7841 14.9205 -16.8003
C 2.1430 14.5796 -16.9091
N 0.6018 17.4846 -14.0483
H -0.2051 14.1548 -14.1790
H -1.3239 15.4686 -14.1427
H -0.0896 15.3802 -12.8558
H 1.7206 15.7828 -14.3939
H 0.9984 16.9597 -16.6422
H -0.5676 16.2744 -16.3176
H 2.7308 15.3858 -17.3628
H 2.1458 13.6313 -17.4433
H 2.5924 14.3815 -15.9251
H -0.3514 17.8306 -14.1236
H 1.1494 18.1478 -14.5989
```

- Max |F|: 0.052 Eh/bohr
- Structure (SMILES): COC[C@H](C)N.COC[C@H](C)N.COC[C@H](C)N.COC[C@H](C)N.COC[C@H](C)N.COC[C@H](C)N.COC[C@H](C)N.COCCNCCOC
- ΔE to the lowest compared entry with this formula, charge and spin: 213.8 kJ/mol
- Energy: -67091.519 eV
- Kohn-Sham gap: 9.057 eV

***

DFT (ωB97M-V with the def2-TZVPD basis set) results for a molecular structure, CHF4OPr.

```
8
CHF4OPr, DFT ωB97M-V with the def2-TZVPD basis set
C -1.4051 -0.0753 0.4100
F -1.3763 -0.4359 -0.8396
F -2.5995 0.3708 0.6780
F -1.0837 -0.9544 1.3132
F -0.4750 1.0262 0.5418
Pr 1.9289 1.5790 -0.1759
O 2.1340 -0.4540 -0.9779
H 2.8767 -1.0563 -0.9495
```

- Spin multiplicity: 3
- Max |F|: 0.105 Eh/bohr
- ΔE to the lowest compared entry with this formula, charge and spin: 0.0 kJ/mol
- Energy: -28020.249 eV
- <S²>: 2.009
- Charge: +2
- Kohn-Sham gap (alpha / beta): 8.058 / 9.722 eV

***

DFT (ωB97M-V with the def2-TZVPD basis set) results for a single C2HO2P molecule.

```
6
C2HO2P, DFT ωB97M-V with the def2-TZVPD basis set
C 0.2139 0.3382 -0.1440
C 0.9906 -0.6216 0.2004
O -1.2232 0.2479 -0.3951
O 1.8263 -1.3206 0.6209
P -2.4839 0.3675 0.5113
H 0.6764 0.9885 -0.7935
```

- Spin multiplicity: 3
- Max |F|: 0.083 Eh/bohr
- ΔE to the lowest compared entry with this formula, charge and spin: 0.0 kJ/mol
- Energy: -15469.770 eV
- <S²>: 2.004
- Kohn-Sham gap (alpha / beta): 7.483 / 9.186 eV

***

DFT (ωB97M-V with the def2-TZVPD basis set) results for 2 unconnected molecules or ions with the total composition C4H12S2.

```
18
C4H12S2, DFT ωB97M-V with the def2-TZVPD basis set
C 1.4318 0.2604 1.8797
S 1.0166 2.0069 1.6720
C 2.0268 2.3677 0.2108
H 0.5120 -0.2213 1.5523
H 1.6968 -0.1579 2.8591
H 2.2722 -0.0230 1.2536
H 2.0097 3.4057 -0.1090
H 3.0313 1.9493 0.2734
H 1.5091 1.8686 -0.6141
C -1.3600 -1.1705 -2.3860
S -1.7993 -0.1298 -0.9896
C -2.0026 -1.2653 0.3682
H -0.4982 -1.8170 -2.1485
H -1.1977 -0.5481 -3.2517
H -2.1226 -1.9218 -2.6076
H -2.9805 -1.0702 0.8265
H -2.2916 -2.2759 0.0551
H -1.2537 -1.2578 1.1559
```

- Max |F|: 0.038 Eh/bohr
- Structure (SMILES): CSC.CSC
- ΔE to the lowest compared entry with this formula, charge and spin: 95.0 kJ/mol
- Energy: -26012.133 eV
- Kohn-Sham gap: 9.129 eV

***

DFT (ωB97M-V with the def2-TZVPD basis set) results for a molecular structure, C3H3AgLiO3.

```
11
C3H3AgLiO3, DFT ωB97M-V with the def2-TZVPD basis set
O -0.8355 -0.7213 -0.4030
C -0.0951 0.1813 -0.9005
C -0.5868 -0.3117 1.6133
O 0.3540 0.0881 -2.0590
O 0.5355 0.9817 -0.0174
C 0.3825 0.7098 1.2858
Ag -1.1841 -1.5528 -2.4525
H -0.1969 -1.1948 2.1276
H -1.6408 -0.0442 1.7155
H 1.2864 0.8899 1.8664
Li 1.9808 0.9739 -2.7762
```

- Spin multiplicity: 3
- Max |F|: 0.063 Eh/bohr
- ΔE to the lowest compared entry with this formula, charge and spin: 64.1 kJ/mol
- Energy: -13467.571 eV
- <S²>: 2.010
- Charge: +3
- Kohn-Sham gap (alpha / beta): 8.269 / 7.407 eV